1.
This record from the Open Molecules 2025 dataset describes C5H6O2 as an isolated structure. The level of theory is ωB97M-V/def2-TZVPD.

Summary:
LUMO level = 0.9689 eV
multiplicity = 1
Kohn-Sham gap = 9.511 eV
total energy = -344.40506 hartree
E_HOMO = -0.314 Ha

Cartesian coordinates (Å):
C (0.64, 0.63, 1.07)
O (0.58, -0.79, 0.99)
C (0.51, -1.13, -0.35)
C (-1.18, -0.36, -0.84)
O (-1.57, 0.37, 0.23)
C (-0.30, 1.11, -0.02)
C (-0.07, 0.32, -1.33)
H (1.67, 0.99, 0.89)
H (0.31, 0.92, 2.07)
H (0.26, -2.18, -0.48)
H (-1.81, -1.17, -1.22)
H (-0.44, 2.19, -0.09)
H (1.40, -0.89, -0.91)

=====

2.
This record from the Open Molecules 2025 dataset describes one molecule with the formula C5H6O2 at a distorted geometry. The level of theory is ωB97M-V/def2-TZVPD.

Summary:
LUMO level = -0.0111 eV
multiplicity = 1
Kohn-Sham gap = 9.584 eV
SMILES string = O=CC=C=CCO
total energy = -344.48106 hartree
E_HOMO = -0.353 Ha

Cartesian coordinates (Å):
O (0.64, -2.30, -1.15)
C (-0.61, -1.67, -1.25)
C (-0.79, -0.38, -0.44)
C (-0.41, 0.16, 0.68)
C (-0.19, 1.11, 1.57)
C (0.74, 2.21, 1.23)
O (1.02, 3.12, 1.98)
H (0.79, -2.60, -0.25)
H (-1.42, -2.39, -1.03)
H (-0.72, -1.42, -2.31)
H (-0.77, 1.16, 2.48)
H (-1.06, 0.65, -0.76)
H (1.11, 2.19, 0.18)

=====

3.
This record from the Open Molecules 2025 dataset describes one molecule with the formula C5H6O2. The level of theory is ωB97M-V/def2-TZVPD.

Summary:
LUMO level = 0.5908 eV
multiplicity = 1
Kohn-Sham gap = 9.945 eV
total energy = -344.40953 hartree
E_HOMO = -0.344 Ha

Cartesian coordinates (Å):
C (1.01, -0.45, 1.37)
C (0.43, 0.48, 0.33)
O (1.50, 1.08, -0.37)
C (-0.42, -0.23, -0.69)
O (-0.88, 0.62, -1.76)
C (-1.21, -1.39, -0.76)
C (-1.87, -0.27, -1.30)
H (1.71, 0.11, 1.99)
H (1.57, -1.26, 0.88)
H (0.24, -0.89, 2.00)
H (-0.20, 1.25, 0.82)
H (1.13, 1.55, -1.13)
H (-2.86, 0.14, -1.12)

=====

4.
This record from the Open Molecules 2025 dataset describes a 2-piece molecular cluster, C5H6O2 overall at a distorted geometry. The level of theory is ωB97M-V/def2-TZVPD.

Summary:
LUMO level = 0.1010 eV
multiplicity = 1
Kohn-Sham gap = 8.545 eV
SMILES string = C#C/C=C/O.C=O
total energy = -344.48505 hartree
E_HOMO = -0.310 Ha

Cartesian coordinates (Å):
O (0.72, 0.28, 2.50)
C (0.54, 1.38, 2.00)
C (0.17, -0.60, -0.63)
C (-1.03, -0.90, -0.10)
O (-1.31, -1.10, 1.19)
C (0.33, -0.36, -2.03)
C (0.47, -0.13, -3.21)
H (-0.54, -0.87, 1.75)
H (-0.34, 1.60, 1.36)
H (1.26, 2.20, 2.15)
H (1.06, -0.54, -0.01)
H (-1.91, -1.00, -0.73)
H (0.59, 0.06, -4.25)

=====

5.
This record from the Open Molecules 2025 dataset describes one molecule with the formula C5H6O2. The level of theory is ωB97M-V/def2-TZVPD.

Summary:
LUMO level = 0.5325 eV
multiplicity = 1
Kohn-Sham gap = 8.993 eV
total energy = -344.48893 hartree
E_HOMO = -0.311 Ha

Cartesian coordinates (Å):
O (0.15, -1.58, -1.79)
C (0.00, -0.73, -0.94)
C (-0.40, 0.68, -1.36)
O (0.02, 1.75, -0.47)
C (0.36, 1.65, 0.79)
C (0.33, 0.26, 1.39)
C (0.10, -1.00, 0.53)
H (-1.49, 0.74, -1.43)
H (0.03, 0.90, -2.33)
H (0.89, -1.74, 0.67)
H (-0.43, 0.36, 2.18)
H (1.27, 0.20, 1.94)
H (-0.83, -1.50, 0.81)

=====

6.
This record from the Open Molecules 2025 dataset describes one molecule with the formula C5H6O2 at a distorted geometry. The level of theory is ωB97M-V/def2-TZVPD.

Summary:
LUMO level = 0.5803 eV
multiplicity = 1
Kohn-Sham gap = 10.862 eV
SMILES string = C[C@@H]1C=CC(=O)O1
total energy = -344.56437 hartree
E_HOMO = -0.378 Ha

Cartesian coordinates (Å):
C (1.17, -0.72, -1.16)
C (0.12, -0.79, -0.04)
O (0.70, -0.01, 1.32)
C (-0.13, 1.06, 1.61)
O (-0.02, 1.90, 2.47)
C (-1.24, 1.02, 0.62)
C (-1.08, 0.03, -0.25)
H (2.09, -0.75, -0.60)
H (1.19, -1.56, -1.88)
H (1.11, 0.21, -1.73)
H (-0.20, -1.86, 0.08)
H (-2.02, 1.75, 0.64)
H (-1.69, -0.27, -1.09)

=====

7.
This record from the Open Molecules 2025 dataset describes a 2-piece molecular cluster, C5H6O2 overall. The level of theory is ωB97M-V/def2-TZVPD.

Summary:
LUMO level = 0.6400 eV
multiplicity = 1
Kohn-Sham gap = 9.936 eV
SMILES string = C=C=CC.O=C=O
total energy = -344.55674 hartree
E_HOMO = -0.342 Ha

Cartesian coordinates (Å):
C (1.23, -1.07, 1.04)
C (0.39, 0.17, 1.13)
O (1.06, 0.71, -1.38)
C (0.23, 0.81, -2.17)
O (-0.56, 0.91, -3.02)
C (-0.86, 0.23, 0.75)
C (-1.92, 0.36, -0.01)
H (0.72, -1.85, 0.47)
H (1.45, -1.47, 2.03)
H (2.18, -0.84, 0.55)
H (0.88, 1.09, 1.45)
H (-1.71, 0.60, -1.05)
H (-2.97, 0.26, 0.25)

=====

8.
This record from the Open Molecules 2025 dataset describes one molecule with the formula C5H6O2. The level of theory is ωB97M-V/def2-TZVPD.

Summary:
LUMO level = 0.9654 eV
multiplicity = 1
Kohn-Sham gap = 11.354 eV
SMILES string = C#C[C@@H](C)OC=O
total energy = -344.52960 hartree
E_HOMO = -0.382 Ha

Cartesian coordinates (Å):
C (0.55, 1.53, 0.44)
C (-0.14, 0.19, 0.18)
O (0.03, -0.12, -1.23)
C (-1.04, -0.58, -1.89)
O (-2.14, -0.76, -1.43)
C (0.40, -0.91, 0.98)
C (0.82, -1.79, 1.70)
H (1.13, 1.51, 1.36)
H (-0.18, 2.34, 0.52)
H (1.22, 1.74, -0.40)
H (-1.22, 0.26, 0.36)
H (-0.76, -0.77, -2.93)
H (1.16, -2.57, 2.33)

=====

9.
This record from the Open Molecules 2025 dataset describes C5H6O2 as an isolated structure at a distorted geometry. The level of theory is ωB97M-V/def2-TZVPD.

Summary:
LUMO level = 0.8895 eV
multiplicity = 1
Kohn-Sham gap = 10.742 eV
total energy = -344.40908 hartree
E_HOMO = -0.362 Ha

Cartesian coordinates (Å):
C (-1.28, 0.27, -0.39)
C (0.25, -1.19, 0.45)
C (-0.10, 0.78, 0.43)
C (1.19, 0.72, -0.22)
C (1.38, -0.52, -0.25)
H (-2.29, 0.24, 0.47)
H (-1.87, 0.96, -1.23)
H (0.49, -1.98, 0.94)
H (-0.32, 1.61, 1.16)
H (1.45, 1.54, -1.06)
H (2.03, -1.14, -1.11)
O (-0.83, -1.07, -0.60)
O (-0.10, -0.24, 1.42)

=====

10.
This record from the Open Molecules 2025 dataset describes one molecule with the formula C5H6O2. The level of theory is ωB97M-V/def2-TZVPD.

Summary:
LUMO level = 0.7402 eV
multiplicity = 1
Kohn-Sham gap = 10.450 eV
SMILES string = OCC#C[C@H]1CO1
total energy = -344.47363 hartree
E_HOMO = -0.357 Ha

Cartesian coordinates (Å):
O (2.70, 1.32, -0.20)
C (2.33, -0.01, -0.45)
C (0.88, -0.20, -0.62)
C (-0.31, -0.37, -0.60)
C (-2.26, 0.06, 0.84)
C (-1.70, -0.62, -0.32)
O (-2.64, 0.42, -0.48)
H (2.19, 1.63, 0.55)
H (2.64, -0.67, 0.38)
H (2.88, -0.33, -1.33)
H (-1.64, 0.81, 1.33)
H (-2.97, -0.45, 1.48)
H (-2.09, -1.60, -0.59)

=====

11.
This record from the Open Molecules 2025 dataset describes one molecule with the formula C5H6O2 at a distorted geometry. The level of theory is ωB97M-V/def2-TZVPD.

Summary:
LUMO level (spin up / spin down) = -0.4153 / 0.3450 eV
multiplicity = 1
Kohn-Sham gap (spin up / spin down) = 7.160 / 8.311 eV
total energy = -344.49724 hartree
E_HOMO (spin up / spin down) = -0.278 / -0.293 Ha

Cartesian coordinates (Å):
O (2.35, 1.27, -1.46)
C (2.09, 0.67, -0.43)
C (0.80, 0.24, -0.07)
O (0.65, -0.51, 1.04)
C (-0.56, -0.92, 1.24)
C (-1.49, -0.32, 0.23)
C (-0.50, 0.21, -0.84)
H (2.88, 0.43, 0.33)
H (-0.42, -0.48, -1.69)
H (-0.75, -1.50, 2.13)
H (-2.22, -1.03, -0.16)
H (-2.05, 0.50, 0.70)
H (-0.78, 1.19, -1.23)

=====

12.
This record from the Open Molecules 2025 dataset describes one molecule with the formula C5H6O2 at a distorted geometry. The level of theory is ωB97M-V/def2-TZVPD.

Summary:
LUMO level = 0.9612 eV
multiplicity = 1
Kohn-Sham gap = 10.132 eV
SMILES string = C1[C@@H]2O[C@@H]3[C@H]1[C@@H]3O2
total energy = -344.43407 hartree
E_HOMO = -0.337 Ha

Cartesian coordinates (Å):
C (-1.04, -0.55, -0.40)
C (-0.35, 0.78, -0.78)
C (1.37, -0.26, -0.11)
C (0.04, -0.93, 0.68)
C (0.67, 0.42, 0.99)
H (-1.94, 0.00, 0.27)
H (-1.55, -1.04, -1.40)
H (-0.87, 1.45, -1.54)
H (2.19, -0.85, 0.03)
H (-0.10, -1.96, 1.07)
H (0.72, 1.07, 1.92)
O (1.01, 0.48, -1.18)
O (-0.14, 1.39, 0.45)

=====

> The lowest total energy belongs to which entry?

number 6